1.
The following is a DFT calculation (the ωB97M-V functional and the def2-TZVPD basis) of a 2-piece molecular cluster, C12H22N2O6 overall in a non-equilibrium geometry.

```
42
C12H22N2O6 the ωB97M-V functional and the def2-TZVPD basis
O 2.48684 -3.60115 0.20068
O 0.27533 3.56137 1.87928
O -0.60190 1.99547 0.58668
O 4.33195 -1.41456 0.03700
O 2.51081 -0.45372 -0.71671
O -0.26644 -4.09239 -2.04802
N 2.42698 -2.31140 0.76664
N -4.08575 5.54902 -0.45867
C 3.19451 -1.38838 0.01336
C -3.47362 5.24364 0.44565
C -2.68145 4.84993 1.60993
C -0.16555 1.49245 2.88945
C -0.13398 2.48127 1.75487
C 1.20358 -4.01462 -0.20411
C 1.86918 0.46002 0.19778
C 0.23683 2.29335 -0.55390
C -2.41871 -2.92939 -1.76636
C -1.26747 -3.34169 -2.71112
C 1.69574 1.84724 -0.41066
C 0.69912 -3.26428 -1.43944
H -3.38910 -3.28122 -2.10096
H 2.14320 1.85685 -1.40000
H -1.66099 -3.87885 -3.56857
H 0.21989 3.36770 -0.70787
H 1.51118 -3.03545 -2.13455
H 2.51215 0.56306 1.07379
H -3.29504 4.26234 2.29090
H 0.91104 0.07135 0.54647
H 0.04197 1.98754 3.82371
H -2.44898 -1.85000 -1.68133
H -2.22715 -3.38652 -0.79986
H 0.52294 0.68349 2.68345
H -1.83367 4.25749 1.29254
H 0.25875 -2.31193 -1.13113
H 2.19284 2.58405 0.20794
H 1.26920 -5.06404 -0.46022
H 0.46782 -3.90057 0.59705
H -0.80707 -2.43399 -3.10576
H -2.32115 5.73532 2.12922
H -0.21617 1.78261 -1.39144
H 1.46646 -2.00737 0.88968
H -1.15414 1.03597 2.87461
```

- E_LUMO: 0.0090 Ha
- Gap between HOMO and LUMO: 9.82 eV
- Energy above the lowest of the compared OMol25 structures with the same formula, charge and spin: 76.5 kcal/mol
- Calculated total energy: -28062.1139 eV

Atomic partial charges in e from the Mulliken method, atoms 1 to 5:
1. O -0.332
2. O -0.503
3. O -0.331
4. O -0.420
5. O -0.374

=====

2.
The following is a DFT calculation (the ωB97M-V functional and the def2-TZVPD basis) of C12H23BaN2O3P2 as an isolated structure in a non-equilibrium geometry.

```
43
C12H23BaN2O3P2 the ωB97M-V functional and the def2-TZVPD basis
Ba 0.10965 1.41654 1.17259
P 2.51033 -1.22311 1.50979
P -2.83413 0.87993 0.25086
O 3.17509 2.18538 -0.67509
O -1.18006 4.63424 -1.00533
O 1.07356 -0.55559 4.87504
N 1.37590 -0.19308 2.50341
N -0.20322 -0.74346 -0.54523
C -1.35314 -1.13633 -1.11022
C 1.29567 -0.41756 3.73947
C -1.34965 -2.06840 -2.13746
C -2.69427 -0.61495 -0.66373
C 2.18763 -1.12793 -0.27372
C 2.16866 -2.92519 1.95596
C 0.94223 -1.45587 -0.93647
C -4.58060 0.89883 0.70582
C 4.12709 -0.56362 1.90561
C -0.17462 -2.65218 -2.64567
C 1.02808 -2.19220 -2.15653
C -2.87771 2.04484 -1.14076
H 3.02828 -0.84790 -0.81417
H -3.13603 -1.41038 -0.06666
H -0.18149 -3.39184 -3.42760
H -4.88420 -0.04493 1.15430
H 4.91249 -1.33446 1.75897
H -2.31883 -2.46231 -2.42891
H -3.36529 -0.57809 -1.51719
H -1.99425 1.96528 -1.77211
H 2.00487 -2.50611 -2.55523
H 1.41577 -3.27078 1.22341
H -5.24718 1.08831 -0.13372
H 2.38806 2.83063 -0.93841
H 3.95559 2.89302 -0.82790
H -2.95087 3.08356 -0.82423
H 0.72489 2.77502 -0.24726
H -3.75196 1.79959 -1.74593
H 4.32783 0.29615 1.23879
H 3.08927 -3.51281 1.78059
H 4.16941 -0.22827 2.95344
H -1.03708 4.59578 -1.91152
H -4.78625 1.67116 1.44832
H -0.89190 5.50364 -0.65791
H 1.78236 -3.10452 2.98259
```

- E_LUMO: -0.1015 Ha
- Gap between HOMO and LUMO: 7.01 eV
- Total charge: +1
- Energy above the lowest of the compared OMol25 structures with the same formula, charge and spin: 116.9 kcal/mol
- Calculated total energy: -41203.2759 eV

Atomic partial charges in e from the Mulliken method, atoms 1 to 5:
1. Ba 1.498
2. P 1.110
3. P 0.120
4. O -0.574
5. O -0.521

=====

3.
The following is a DFT calculation (the ωB97M-V functional and the def2-TZVPD basis) of a 5-piece molecular cluster, C12H23Br2N2O4 overall in a non-equilibrium geometry.

```
43
C12H23Br2N2O4 the ωB97M-V functional and the def2-TZVPD basis
Br -0.81473 -0.42596 1.38771
Br -4.61482 -2.67672 2.74600
O -2.69592 0.26068 -2.22137
O 2.62214 0.78976 -2.38916
O -1.41071 3.45681 0.68040
O 2.89016 1.77547 -0.50292
N 2.82383 0.78657 -1.19989
N -0.65645 1.63241 -1.19020
C 3.26426 -2.96403 0.63846
C -0.80827 3.30900 1.87731
C 2.50292 -0.69133 0.71631
C -2.51329 -1.37290 1.34938
C -2.38533 -0.99180 -2.59906
C 3.35985 -1.59110 -1.31836
C 2.66540 -1.93328 1.31121
C -2.72333 -2.12007 2.63219
C 2.98631 -0.51833 -0.55646
C 3.59196 -2.78355 -0.69276
C -0.08622 4.57849 2.32001
C -1.08028 -1.08784 -3.39093
H 2.30784 -1.98998 2.33399
H -2.25138 -1.68974 -1.70531
H -1.57450 1.20114 -1.57847
H -0.79018 5.37951 2.55910
H -3.21988 -1.53713 -3.09963
H -1.22437 -0.51625 -4.31810
H 0.63262 4.42456 3.13898
H 3.99220 -3.61350 -1.26104
H -2.53104 -2.00158 0.46227
H 3.44383 -1.43876 -2.38464
H -3.22928 -0.58417 1.13383
H -0.92297 2.61454 -0.75629
H 2.17324 0.17934 1.26965
H -1.52422 2.96564 2.65096
H 3.39866 -3.92096 1.12145
H -2.62901 -1.46618 3.48633
H 0.54906 4.92574 1.49680
H 0.14325 1.64775 -1.80870
H 0.00677 2.52746 1.80720
H -0.26798 -0.55558 -2.88465
H -2.18589 -3.05633 2.63216
H -0.47972 1.18145 -0.30322
H -0.73452 -2.10924 -3.59055
```

- E_LUMO: 0.0585 Ha
- Gap between HOMO and LUMO: 5.35 eV
- Total charge: -1
- Energy above the lowest of the compared OMol25 structures with the same formula, charge and spin: 0.0 kcal/mol
- Calculated total energy: -164068.4595 eV

Atomic partial charges in e from the Mulliken method, atoms 1 to 5:
1. Br -0.068
2. Br -0.208
3. O -0.937
4. O -0.590
5. O -0.938

=====

4.
The following is a DFT calculation (the ωB97M-V functional and the def2-TZVPD basis) of C12H23CrN2O2P2 as an isolated structure in a non-equilibrium geometry.

```
42
C12H23CrN2O2P2 the ωB97M-V functional and the def2-TZVPD basis
Cr 0.16039 -0.51224 0.62126
P 1.07148 -1.82751 -1.11611
P -0.55482 0.75045 2.39801
O 3.70560 3.70002 -2.89638
O 2.65245 -0.36366 1.39214
N -1.09458 0.28353 -0.55590
N -1.42318 -2.95102 1.72611
C -2.96969 1.61550 -0.81660
C -2.14088 1.07768 1.55276
C -2.07178 0.99012 0.03228
C 0.11127 -0.87896 -2.36513
C -1.00308 -0.08297 3.95695
C 2.79619 -1.81646 -1.62516
C -1.81463 0.72640 -2.76321
C 0.13617 2.35281 2.84206
C -0.77106 -2.07039 1.32191
C -2.87658 1.46338 -2.21475
C 0.46160 -3.52234 -1.26966
C -0.92004 0.13193 -1.89505
H -0.69540 3.06939 2.91989
H 0.78511 2.67501 2.00805
H -3.80870 2.10725 -0.33312
H -0.08158 -0.21288 4.55991
H 0.42727 -3.83595 -2.32271
H 2.85326 0.41277 2.04638
H 1.18747 -4.19472 -0.78166
H -3.56735 1.99071 -2.88524
H -1.62135 0.59800 -3.83627
H -0.54332 -3.63498 -0.81848
H -1.45005 -1.07587 3.74422
H 0.85327 -0.40546 -3.00522
H 0.66528 2.27424 3.81309
H 2.50230 -1.14216 1.90649
H -2.39890 2.11544 1.81653
H -1.72312 0.52326 4.54350
H 4.16849 2.98973 -2.48373
H 2.77065 3.41487 -2.88113
H 3.29748 -2.63636 -1.09485
H 3.21239 -0.83866 -1.37796
H 2.84492 -1.95647 -2.70905
H -2.87358 0.34100 1.92733
H -0.25936 -1.64442 -3.08148
```

- E_LUMO (alpha / beta): -0.3076 / -0.2848 Ha
- Gap between HOMO and LUMO (alpha / beta): 7.58 / 8.20 eV
- Spin multiplicity: 4
- Total charge: +2
- Energy above the lowest of the compared OMol25 structures with the same formula, charge and spin: 0.0 kcal/mol
- Calculated total energy: -66875.8779 eV

Atomic partial charges in e from the Mulliken method, atoms 1 to 5:
1. Cr -0.238
2. P 1.152
3. P 1.002
4. O -0.586
5. O -0.527

=====

5.
The following is a DFT calculation (the ωB97M-V functional and the def2-TZVPD basis) of a 2-piece molecular cluster, C12H23N2O5P overall in a non-equilibrium geometry.

```
43
C12H23N2O5P the ωB97M-V functional and the def2-TZVPD basis
P 1.01191 -1.43818 0.55022
O 2.21760 -2.15937 0.99114
O -0.22732 -2.42184 0.16206
O 1.45085 3.47118 -0.23187
O 1.09756 -0.59942 -0.79007
O 1.67563 2.43954 1.74698
N -2.33073 0.11876 -3.06479
N -1.71474 -0.84953 -1.25619
C 0.21174 4.30764 1.63495
C -1.61647 0.50606 -1.01337
C -0.06126 -3.83997 0.40872
C 0.34347 -0.31626 1.77862
C 1.20877 3.33090 0.98604
C -2.14243 -1.06521 -2.49356
C -1.07640 0.16480 1.50003
C -2.00561 1.11896 -2.16394
C 2.20434 1.05863 -2.18583
C -1.10404 1.08276 0.25571
C 2.18294 0.40012 -0.82750
C -0.16584 -4.20883 1.88671
H -0.10412 1.48351 0.05215
H 1.19955 1.32735 -2.51722
H 3.13531 -0.09275 -0.61632
H -1.17593 -4.55028 2.13007
H -0.63303 3.75170 2.05062
H -0.15422 5.03506 0.91173
H 0.51344 -5.03193 2.11199
H -2.06883 2.16970 -2.39361
H -2.27316 -2.03237 -2.95137
H 0.07916 -3.36159 2.52617
H 0.87417 -4.18137 -0.03317
H 0.45337 -0.84645 2.72891
H 2.67786 0.41230 -2.93220
H -1.41308 0.79709 2.32487
H -1.42630 -1.58086 -0.60184
H -0.87772 -4.30703 -0.14913
H -2.65052 0.24158 -4.01151
H 0.69542 4.83002 2.46071
H -1.79024 -0.66935 1.46762
H 1.95316 1.12338 -0.04203
H 0.94638 0.60120 1.74932
H 2.80058 1.96870 -2.09218
H -1.72757 1.94865 0.49896
```

- E_LUMO: -0.0120 Ha
- Gap between HOMO and LUMO: 7.13 eV
- Calculated total energy: -35325.3649 eV

Atomic partial charges in e from the Mulliken method, atoms 1 to 5:
1. P 0.747
2. O -0.890
3. O -0.557
4. O -0.709
5. O -0.199

=====

6.
The following is a DFT calculation (the ωB97M-V functional and the def2-TZVPD basis) of one molecule with the formula C12H23N3O2.

```
40
C12H23N3O2 the ωB97M-V functional and the def2-TZVPD basis
O 1.20783 3.66092 1.32519
O -2.10373 -0.42192 -3.06400
N -1.24891 -2.25060 -2.06098
N 0.03605 -0.75812 -0.06703
N 1.48428 1.44648 1.10160
C -3.62666 -1.90568 -1.91557
C -0.15833 0.61461 -0.50905
C -4.76298 -1.12553 -2.56237
C 1.49348 2.58949 1.82846
C -2.27038 -1.42631 -2.40696
C 1.72392 0.09964 1.56231
C 1.07906 1.49274 -0.29297
C 3.43914 2.40363 3.40246
C 0.12896 -1.87919 -2.26523
C 1.91822 2.50221 3.28589
C 0.46741 -0.75790 1.31505
C 0.84670 -1.58784 -0.93951
H -4.76824 -1.29105 -3.63650
H 0.85831 2.53125 -0.54009
H 0.11637 -0.99877 -2.91030
H -0.35504 -0.35053 1.91229
H 1.97310 0.08023 2.62016
H -5.72179 -1.43393 -2.15287
H -3.64839 -1.76909 -0.83087
H -3.72650 -2.97317 -2.12394
H 3.90102 3.26005 2.91736
H 3.81750 1.49951 2.93045
H 0.65955 -2.68442 -2.78502
H 1.91091 1.14662 -0.91760
H 1.00881 -2.53530 -0.41515
H -0.98685 1.02378 0.07712
H -4.62659 -0.06191 -2.38794
H -1.42543 -2.99499 -1.40538
H 1.43151 1.66991 3.79601
H 2.56968 -0.32117 1.00209
H 1.83496 -1.16166 -1.17443
H 1.58600 3.42848 3.75713
H -0.45293 0.62643 -1.55705
H 3.73662 2.39810 4.44894
H 0.65335 -1.78497 1.63829
```

- E_LUMO: 0.0241 Ha
- Gap between HOMO and LUMO: 8.94 eV
- Energy above the lowest of the compared OMol25 structures with the same formula, charge and spin: 8.7 kcal/mol
- Calculated total energy: -21383.4040 eV

Atomic partial charges in e from the Mulliken method, atoms 1 to 5:
1. O -0.672
2. O -0.656
3. N -0.098
4. N 0.337
5. N 0.134

=====

The records above yield molecular weight values of 290.3, 442.6, 419.1, 341.3, 306.3, 241.3 g/mol, respectively.